(1)
This record from the OMol25 dataset describes a cluster of 2 separate species, C21H45NO3P in total in a non-equilibrium geometry. The level of theory is wB97M-V/def2-TZVPD.

Geometry as XYZ:
```
71
Properties=species:S:1:pos:R:3
O 3.70 -1.36 -3.55
C 2.81 -1.91 -4.19
C 1.70 -1.20 -4.98
C 0.86 -2.34 -5.53
C -0.60 -2.07 -5.82
O -1.22 -1.25 -4.87
O -1.33 -1.96 -3.63
C 1.21 -3.51 -4.60
N 2.61 -3.30 -4.27
H 2.20 -0.65 -5.76
H 1.14 -0.57 -4.29
H 1.31 -2.61 -6.49
H -0.71 -1.55 -6.76
H -1.12 -3.02 -5.94
H -1.42 -2.89 -3.84
H 0.68 -3.40 -3.66
H 1.02 -4.49 -5.02
H 3.31 -3.84 -4.75
C -4.28 2.01 1.17
C -3.19 1.70 0.15
C -2.68 0.26 0.25
C -1.77 -0.04 1.44
P -0.03 0.43 1.32
C 0.56 -0.20 -0.27
C 0.31 -1.66 -0.66
C 1.14 -2.75 0.02
C 2.65 -2.50 0.02
C 0.88 -0.43 2.60
C 0.64 -0.19 4.10
C 1.12 1.14 4.69
C 2.53 1.54 4.30
C 0.34 2.19 1.14
C 0.11 3.29 2.19
C -1.25 3.33 2.91
C -2.14 4.48 2.43
H -3.96 1.83 2.20
H -4.60 3.05 1.10
H -5.16 1.39 0.98
H -2.36 2.41 0.27
H -3.59 1.86 -0.85
H -2.17 -0.01 -0.68
H -3.54 -0.40 0.32
H -1.72 -1.13 1.57
H -2.20 0.33 2.38
H 1.62 0.05 -0.35
H 0.06 0.42 -1.02
H 0.49 -1.72 -1.74
H -0.75 -1.90 -0.53
H 0.95 -3.69 -0.51
H 0.79 -2.93 1.04
H 3.05 -2.53 -1.00
H 3.16 -3.27 0.60
H 2.91 -1.54 0.46
H 1.95 -0.36 2.36
H 0.62 -1.48 2.43
H 1.14 -1.00 4.62
H -0.43 -0.32 4.31
H 1.06 1.06 5.78
H 0.41 1.93 4.43
H 3.27 0.85 4.71
H 2.76 2.54 4.67
H 2.67 1.57 3.21
H -0.13 2.48 0.20
H 1.42 2.19 0.91
H 0.26 4.24 1.67
H 0.92 3.25 2.92
H -1.08 3.47 3.98
H -1.78 2.38 2.81
H -1.71 5.44 2.70
H -3.13 4.42 2.88
H -2.26 4.47 1.34
```

Output
Multiplicity ... 1
Energy ... -39420.7458 eV
Total charge ... +1

(2)
This record from the OMol25 dataset describes a cluster of 15 separate species, C5H41N2O14 in total in a non-equilibrium geometry. The level of theory is wB97M-V/def2-TZVPD.

Geometry as XYZ:
```
62
Properties=species:S:1:pos:R:3
C 0.88 3.66 -1.98
C -0.26 2.65 -1.98
C -0.65 1.97 -0.67
C 0.10 0.67 -0.43
C -0.64 -0.45 -0.60
N 0.02 -1.77 -0.31
N 1.48 0.67 -0.51
H 0.93 4.11 -2.97
H 1.89 3.26 -1.80
H 0.81 4.47 -1.26
H -1.13 3.15 -2.41
H -0.04 1.83 -2.66
H -1.71 1.68 -0.68
H -0.56 2.55 0.27
H -1.71 -0.50 -0.55
H 0.11 -2.24 -1.25
H 0.94 -1.73 0.13
H -0.62 -2.29 0.31
H 1.94 0.01 0.11
H 2.01 1.52 -0.39
H -0.66 -0.07 -4.82
H 0.69 0.38 -4.71
O 0.22 -0.45 -4.79
H 3.08 3.30 1.35
H 2.22 4.19 0.58
O 2.36 3.26 0.68
H -4.33 -0.71 0.04
H -3.94 -0.11 1.47
O -4.28 -0.87 1.00
H 3.36 -3.70 0.28
H 3.40 -3.71 -1.22
O 2.97 -3.30 -0.49
H -3.51 -0.44 -2.21
H -4.91 -0.09 -1.71
O -4.00 -0.12 -1.44
H 4.29 0.65 1.10
H 4.17 -0.81 0.33
O 3.74 -0.08 0.94
H 2.25 -0.88 1.72
H 2.10 -2.15 2.76
O 1.74 -1.70 2.00
H 0.36 -1.90 -3.77
H -0.12 -3.38 -3.46
O -0.13 -2.46 -3.11
H -0.66 -3.06 3.01
H 0.25 -1.87 3.12
O -0.22 -2.52 3.69
H -2.68 -3.17 1.74
H -3.04 -1.89 0.95
O -2.29 -2.55 1.12
H 1.21 2.19 3.71
H 2.11 3.50 3.31
O 1.62 3.03 4.00
H -3.43 0.79 3.57
H -2.22 -0.04 2.87
O -2.74 0.74 2.92
H 0.62 0.66 4.37
H 1.97 0.39 4.94
O 1.52 0.45 4.10
H -1.55 -1.47 -3.13
H -2.83 -2.06 -3.77
O -2.46 -1.20 -3.40
```

Output
Multiplicity ... 1
Energy ... -37490.3653 eV
Total charge ... +1
Energy relative to the best compared isomer or geometry (same formula, charge and spin) ... 323.9 kJ/mol

(3)
This record from the OMol25 dataset describes a cluster of 2 separate species, C13H22BN4O4 in total in a non-equilibrium geometry. The level of theory is wB97M-V/def2-TZVPD.

Geometry as XYZ:
```
44
Properties=species:S:1:pos:R:3
C 3.31 -1.53 1.28
C 3.12 -1.85 -0.35
C 1.65 -2.57 -0.50
C 0.88 -2.22 -1.93
C -0.67 -1.80 -1.48
C -1.61 -3.09 -0.98
C -1.08 -4.65 -0.96
C -3.14 -2.69 -0.47
N -3.64 -1.25 -0.47
N -4.95 -1.06 0.03
C -4.76 -1.09 1.41
O -4.56 -1.10 2.75
C -2.80 -0.05 -0.95
C -1.23 -0.24 -1.49
B -0.30 1.04 -2.01
O 0.46 0.92 -3.30
O -0.19 2.34 -1.31
C 0.12 2.18 0.12
H 2.54 -2.16 1.93
H 3.02 -0.41 1.44
H 4.39 -1.81 1.63
H 3.22 -0.85 -0.96
H 3.92 -2.68 -0.67
H 1.80 -3.71 -0.32
H 0.98 -2.15 0.39
H 0.76 -3.21 -2.59
H 1.41 -1.39 -2.57
H 0.07 -4.78 -1.12
H -1.60 -5.27 -1.84
H -1.33 -5.21 0.06
H -3.80 -3.61 -0.10
H -3.26 1.03 -0.95
H -0.09 0.30 -3.87
H 0.82 3.09 0.42
H 0.63 1.17 0.41
H -0.88 2.32 0.73
C 0.91 5.49 2.27
O 1.05 4.29 2.16
N 0.61 6.08 3.45
N 1.04 6.34 1.24
H 0.49 7.07 3.56
H 0.51 5.48 4.25
H 1.26 5.94 0.34
H 0.93 7.34 1.31
```

Output
Multiplicity ... 1
Energy ... -28647.3979 eV
Total charge ... +1

(4)
This record from the OMol25 dataset describes an isolated molecule of C23H27N3OS. The level of theory is wB97M-V/def2-TZVPD.

Geometry as XYZ:
```
55
Properties=species:S:1:pos:R:3
O 0.16 -0.53 3.40
C 0.92 -0.34 2.47
N 1.75 -1.36 2.01
C 2.66 -1.22 1.01
S 3.68 -2.40 0.48
N 2.75 0.01 0.41
C 1.94 1.07 0.71
C 2.01 2.27 -0.01
C 1.16 3.30 0.32
C 0.24 3.17 1.36
C 0.17 1.99 2.07
C 1.02 0.93 1.75
H -0.53 1.86 2.87
H -0.41 4.00 1.60
H 1.21 4.23 -0.24
H 2.72 2.37 -0.82
H 3.43 0.08 -0.33
C 1.57 -2.66 2.63
C 0.28 -3.33 2.17
H 0.24 -4.33 2.61
C 0.19 -3.48 0.65
N 0.00 -2.21 -0.04
C -1.36 -1.72 0.06
C -1.48 -0.32 -0.51
C -1.04 -0.28 -1.97
C 0.35 -0.91 -2.08
C 0.38 -2.29 -1.44
H 1.40 -2.69 -1.50
H -0.29 -2.97 -2.00
H 1.07 -0.26 -1.58
H 0.65 -0.99 -3.13
C -1.01 1.16 -2.51
C -2.37 1.80 -2.44
C -2.70 2.66 -1.40
C -3.96 3.23 -1.33
C -4.91 2.94 -2.29
C -4.59 2.09 -3.34
C -3.33 1.52 -3.41
H -3.08 0.86 -4.22
H -5.32 1.86 -4.10
H -5.89 3.39 -2.24
H -4.20 3.90 -0.51
H -1.96 2.89 -0.65
H -0.30 1.74 -1.92
H -0.67 1.14 -3.54
H -1.75 -0.87 -2.57
H -0.85 0.36 0.07
H -2.51 0.03 -0.42
H -1.65 -1.70 1.12
H -2.06 -2.40 -0.47
H -0.62 -4.18 0.40
H 1.13 -3.92 0.29
H -0.57 -2.77 2.54
H 1.53 -2.51 3.71
H 2.43 -3.28 2.38
```

Output
Multiplicity ... 1
Energy ... -41644.4988 eV
Energy relative to the best compared isomer or geometry (same formula, charge and spin) ... 0.0 kJ/mol
SMILES string ... O=c1c2ccccc2[nH]c(=S)n1CCCN1CCC(Cc2ccccc2)CC1

(5)
This record from the OMol25 dataset describes a cluster of 8 separate species, C32H70BF4N8O6 in total in a non-equilibrium geometry. The level of theory is wB97M-V/def2-TZVPD.

Geometry as XYZ:
```
121
Properties=species:S:1:pos:R:3
C 6.58 1.26 -3.76
C 5.65 2.41 -3.33
O 6.03 3.45 -2.89
N 4.13 2.14 -3.48
H 4.03 1.27 -3.97
H 3.64 1.89 -2.63
C 3.42 3.26 -4.26
H 6.60 1.32 -4.85
H 6.27 0.24 -3.49
H 7.54 1.40 -3.28
H 3.49 4.10 -3.57
H 2.37 3.05 -4.45
H 3.86 3.60 -5.20
C -2.76 1.53 -6.14
C -2.87 1.43 -4.70
O -2.11 0.75 -4.06
N -3.95 2.23 -3.96
H -3.85 3.22 -4.11
H -4.87 2.02 -4.33
C -3.98 1.83 -2.43
H -1.73 1.64 -6.48
H -3.44 2.28 -6.55
H -3.13 0.57 -6.53
H -4.87 2.24 -1.95
H -3.05 2.05 -1.92
H -4.06 0.74 -2.37
C 2.46 -0.79 5.47
C 3.48 -1.92 5.35
O 4.61 -1.73 4.97
N 2.94 -3.34 5.58
H 1.98 -3.51 5.31
H 3.52 -4.06 5.19
C 3.03 -3.65 7.09
H 2.83 0.05 4.89
H 2.45 -0.41 6.49
H 1.45 -0.98 5.09
H 4.10 -3.60 7.30
H 2.55 -4.63 7.15
H 2.38 -2.96 7.62
C -0.89 8.03 1.16
C -1.12 8.72 -0.22
O -0.16 9.28 -0.79
N -2.48 8.57 -0.85
H -2.64 7.79 -1.47
H -3.18 8.49 -0.12
C -2.83 9.87 -1.57
H 0.19 8.00 1.23
H -1.26 7.01 1.26
H -1.16 8.71 1.97
H -2.09 9.95 -2.37
H -2.79 10.74 -0.91
H -3.84 9.77 -1.97
C -0.41 -4.66 -1.07
N -0.70 -5.97 -1.70
C -1.35 -6.15 -2.91
C -1.69 -7.38 -3.39
C -1.43 -8.51 -2.67
C -0.74 -8.33 -1.47
C -0.31 -7.08 -1.04
C -1.90 -9.89 -3.19
C -1.92 -10.19 -4.55
C -2.49 -11.42 -5.01
N -2.88 -12.32 -4.09
C -2.71 -12.14 -2.77
C -2.24 -10.94 -2.31
C -3.53 -13.54 -4.48
H 0.58 -4.64 -0.62
H -1.23 -4.46 -0.38
H -0.31 -3.91 -1.86
H -1.49 -5.15 -3.28
H -2.22 -7.38 -4.33
H -0.39 -9.17 -0.88
H 0.22 -6.87 -0.12
H -1.72 -9.42 -5.28
H -2.59 -11.64 -6.06
H -3.11 -12.87 -2.07
H -2.20 -10.69 -1.26
H -3.82 -13.33 -5.51
H -4.36 -13.88 -3.86
H -2.90 -14.42 -4.48
C 6.95 4.45 3.22
C 7.86 5.52 3.63
C 7.73 6.89 2.87
O 8.55 7.95 3.33
C 8.30 9.27 2.80
N 7.70 5.74 5.14
H 6.71 5.76 5.34
H 8.19 5.18 5.83
H 8.12 6.63 5.38
H 7.35 3.48 3.52
H 6.88 4.43 2.13
H 5.92 4.61 3.55
H 8.91 5.27 3.51
H 6.67 7.11 3.01
H 7.89 6.75 1.80
H 8.78 10.03 3.42
H 7.28 9.64 2.86
H 8.67 9.28 1.78
C -5.21 -0.29 3.29
C -6.63 -0.79 3.55
C -7.74 0.04 2.80
O -7.64 -0.14 1.41
C -8.64 0.47 0.67
N -6.69 -2.22 3.15
H -5.89 -2.76 3.46
H -7.53 -2.68 3.46
H -6.81 -2.25 2.15
H -4.81 -0.41 2.29
H -4.45 -0.80 3.88
H -5.07 0.78 3.46
H -6.86 -0.83 4.62
H -7.75 1.09 3.07
H -8.70 -0.39 3.09
H -8.44 0.17 -0.36
H -8.65 1.55 0.87
H -9.64 0.05 0.82
B 1.22 2.48 0.78
F 1.88 3.63 1.19
F 2.15 1.57 0.47
F 0.25 1.96 1.63
F 0.55 2.82 -0.40
```

Output
Multiplicity ... 1
Energy ... -70000.3652 eV
Total charge ... +7

(6)
This record from the OMol25 dataset describes a structure of composition C23H19N11PbS3 in a non-equilibrium geometry. The level of theory is wB97M-V/def2-TZVPD.

Geometry as XYZ:
```
57
Properties=species:S:1:pos:R:3
Pb 0.09 1.75 0.33
N 0.96 -0.46 -3.73
C 1.08 0.06 -2.48
S 1.01 1.78 -2.36
N 1.31 -0.81 -1.52
N 1.33 -0.37 -0.26
C 1.96 -1.09 0.62
C 2.67 -2.35 0.26
C 4.01 -2.54 0.61
C 4.68 -3.70 0.25
C 4.02 -4.69 -0.46
C 2.69 -4.50 -0.82
C 2.02 -3.34 -0.47
C 1.99 -0.63 2.02
C 2.36 -1.49 3.06
C 2.36 -1.02 4.36
C 2.01 0.30 4.60
C 1.65 1.08 3.52
N 1.63 0.63 2.27
H 0.55 0.17 -4.40
H 0.66 -1.43 -3.79
H 4.53 -1.75 1.14
H 5.72 -3.82 0.52
H 4.54 -5.59 -0.74
H 2.17 -5.27 -1.38
H 0.99 -3.19 -0.75
H 2.62 -2.51 2.84
H 2.60 -1.68 5.18
H 2.01 0.71 5.60
H 1.37 2.12 3.66
N -1.26 -1.63 0.44
C -2.07 -0.89 -0.35
N -3.09 -1.56 -0.89
C -3.88 -0.84 -1.69
N -4.92 -1.51 -2.28
N -3.75 0.44 -1.96
C -2.69 1.07 -1.37
N -1.80 0.41 -0.55
C -2.55 2.46 -1.62
C -3.38 3.13 -2.57
C -3.20 4.46 -2.80
C -2.20 5.16 -2.08
C -1.43 4.45 -1.18
N -1.59 3.15 -0.94
H -1.63 -2.53 0.70
H -0.70 -1.15 1.12
H -5.19 -2.36 -1.82
H -5.67 -0.91 -2.60
H -4.12 2.54 -3.08
H -3.80 4.98 -3.54
H -2.03 6.22 -2.24
H -0.64 4.94 -0.62
S -1.83 3.05 3.38
C -0.64 4.06 2.76
N 0.19 4.79 2.43
S -2.27 0.23 3.18
C -1.47 1.48 2.51
```

Output
Multiplicity ... 2
Energy ... -78306.2261 eV
Total charge ... -1
Energy relative to the best compared isomer or geometry (same formula, charge and spin) ... 71.6 kJ/mol

(7)
This record from the OMol25 dataset describes the ion C4H7BrO2P with charge -1 in a non-equilibrium geometry. The level of theory is wB97M-V/def2-TZVPD.

Geometry as XYZ:
```
15
Properties=species:S:1:pos:R:3
C 2.23 1.86 0.45
C 1.59 0.75 0.03
C -2.01 -1.37 -0.01
C -0.52 -1.12 -0.11
O -1.00 1.47 0.70
O -0.37 1.19 -1.78
P -0.22 0.74 -0.33
Br 2.67 -0.73 -0.48
H 3.21 2.09 0.70
H 1.55 2.60 0.84
H -2.45 -1.92 -0.86
H -2.23 -2.03 0.89
H -2.47 -0.38 0.18
H 0.00 -1.68 -1.06
H 0.02 -1.49 0.84
```

Output
Multiplicity ... 1
Energy ... -87690.0315 eV
Total charge ... -1
Energy relative to the best compared isomer or geometry (same formula, charge and spin) ... 6.7 kJ/mol
SMILES string ... C=C(Br)[P@@](=O)([O-])CC

(8)
This record from the OMol25 dataset describes a cluster of 2 separate species, C4H8FP in total in a non-equilibrium geometry. The level of theory is wB97M-V/def2-TZVPD.

Geometry as XYZ:
```
14
Properties=species:S:1:pos:R:3
C -2.07 -0.12 1.31
C -1.41 0.46 0.13
C 2.93 -0.32 -1.47
C 2.45 -0.39 -0.26
F 2.37 0.79 0.45
P -3.04 1.32 0.64
H -2.28 -1.20 1.13
H -1.66 0.03 2.30
H -0.38 0.82 0.12
H 3.12 -1.23 -2.04
H -1.56 -0.02 -0.74
H 3.52 0.61 -1.59
H 1.84 -1.26 0.23
H -3.81 0.50 -0.22
```

Output
Multiplicity ... 1
Energy ... -16281.0665 eV
Energy relative to the best compared isomer or geometry (same formula, charge and spin) ... 147.4 kJ/mol
SMILES string ... C1CP1.C=CF